i:
This record from the OMol25 dataset describes a single C4H4N2O2 molecule. The level of theory is wB97M-V/def2-TZVPD.

Results
LUMO level	-0.7	eV
HOMO-LUMO gap	9.965	eV

Each line ends with the natural charge from an NBO analysis.
Geometry (Å):
C 1.141 -1.213 1.091  -0.719
C 0.487 -0.305 0.204  0.625
N 0.273 -0.760 -1.044  -0.530
C -0.780 0.087 -1.569  0.318
N -1.397 1.162 -1.126  -0.516
C -0.974 1.663 0.055  0.839
O -1.416 2.727 0.482  -0.528
O 0.005 0.885 0.821  -0.495
H 1.797 -0.521 1.675  0.248
H 1.707 -1.642 0.113  0.286
H 0.315 -1.823 1.811  0.286
H -1.159 -0.262 -2.513  0.187

ii:
This record from the OMol25 dataset describes a molecular structure, C4H4N2O2. The level of theory is wB97M-V/def2-TZVPD.

Results
LUMO level	-1.4	eV
HOMO-LUMO gap	8.356	eV

Each line ends with the natural charge from an NBO analysis.
Geometry (Å):
C -0.855 -0.904 1.131  0.232
C 0.018 0.951 -0.283  0.530
C 1.335 0.821 0.307  -0.715
C -0.855 -0.152 -0.083  -0.372
N -1.095 -1.663 1.968  -0.276
N -0.179 -1.429 -1.287  0.288
O -0.422 1.888 -0.931  -0.511
O -1.059 -1.853 -1.924  -0.169
H 2.051 1.414 -0.044  0.244
H 1.655 -0.208 0.348  0.233
H 1.260 1.208 1.290  0.256
H -1.855 -0.074 -0.492  0.261

It is ii that is the least stable of them.

i:
This record from the OMol25 dataset describes 2 unconnected molecules or ions with the total composition C2H3N2O3. The level of theory is wB97M-V/def2-TZVPD.

Results
LUMO level (alpha / beta)	3.1 / 3.1	eV
HOMO-LUMO gap (alpha / beta)	6.465 / 6.220	eV
net charge	-1

Each line ends with the natural charge from an NBO analysis.
Geometry (Å):
C -0.654 0.070 0.184  -0.018
C 0.650 -0.132 -0.152  -0.282
N -1.546 0.520 -0.646  0.019
N 1.506 -0.475 0.779  0.448
O -2.770 0.758 -0.523  -0.478
O 1.076 -0.565 1.940  -0.561
O 2.771 -0.747 0.568  -0.591
H -0.980 -0.222 1.349  0.256
H 0.932 -0.098 -1.187  0.205
H -0.985 0.890 -2.312  0.001

ii:
This record from the OMol25 dataset describes 2 unconnected molecules or ions with the total composition C2H3N2O3. The level of theory is wB97M-V/def2-TZVPD.

Results
LUMO level	3.8	eV
HOMO-LUMO gap	7.175	eV
net charge	-1

Each line ends with the natural charge from an NBO analysis.
Geometry (Å):
C -0.553 1.044 0.138  -0.369
C -0.431 1.332 -1.141  0.634
N -0.274 -0.234 0.742  -0.480
N -0.593 -0.263 2.027  0.080
O -0.384 -1.368 2.632  -0.567
O 1.543 -1.266 -1.218  -0.966
O -0.110 1.808 -2.165  -0.515
H -1.397 1.509 0.654  0.225
H 0.690 -1.596 -1.344  0.465
H 1.510 -0.965 -0.325  0.493

It is i that is the least stable of them.

i:
This record from the OMol25 dataset describes a gas-phase ion, C3H7NO3 (charge +1). The level of theory is wB97M-V/def2-TZVPD.

Results
LUMO level (alpha / beta)	-3.4 / -9.2	eV
HOMO-LUMO gap (alpha / beta)	12.264 / 6.508	eV
<S²>	0.756
multiplicity	2
net charge	+1

Each line ends with the Löwdin spin population.
Geometry (Å):
O -0.136 -2.377 0.583  0.110
C -0.060 -1.574 -0.279  0.050
O 0.559 -1.743 -1.449  0.040
C -0.519 -0.117 -0.087  0.091
C 0.364 0.553 0.999  0.062
O -0.280 1.733 1.321  0.012
N -0.453 0.647 -1.290  0.581
H 1.144 -2.522 -1.384  0.000
H -1.558 -0.133 0.238  0.006
H 0.328 -0.164 1.811  0.013
H 1.384 0.715 0.666  0.001
H 0.245 2.468 1.653  0.002
H -1.312 1.174 -1.454  0.016
H 0.294 1.338 -1.328  0.017

ii:
This record from the OMol25 dataset describes a gas-phase ion, C3H7NO3 (charge +1). The level of theory is wB97M-V/def2-TZVPD.

Results
LUMO level (alpha / beta)	-3.4 / -8.7	eV
HOMO-LUMO gap (alpha / beta)	12.040 / 6.795	eV
<S²>	0.757
multiplicity	2
net charge	+1

Each line ends with the Löwdin spin population.
Geometry (Å):
O -0.262 -2.155 -0.814  0.122
C 0.250 -1.119 -0.569  0.089
O 1.539 -0.818 -0.705  0.030
C -0.469 0.029 0.282  0.115
C -0.272 1.410 -0.372  0.029
O -0.920 2.327 0.494  0.025
N -0.009 0.011 1.581  0.550
H 1.965 -1.549 -1.186  0.003
H -1.523 -0.255 0.197  0.014
H -0.726 1.447 -1.359  0.001
H 0.781 1.701 -0.437  -0.001
H -1.630 2.824 0.057  0.000
H 0.594 0.759 1.938  0.011
H -0.559 -0.411 2.330  0.012

It is i that is the least stable of them.

i:
This record from the OMol25 dataset describes a single C6H12 molecule. The level of theory is wB97M-V/def2-TZVPD.

Results
LUMO level	1.2	eV
HOMO-LUMO gap	10.458	eV

Each line ends with the natural charge from an NBO analysis.
Geometry (Å):
C 2.881 0.699 -0.121  -0.604
C 1.923 -0.455 0.263  -0.439
C 0.516 -0.354 -0.251  -0.192
C -0.652 -0.535 0.327  -0.168
C -1.985 -0.459 -0.328  -0.436
C -2.735 0.803 0.141  -0.606
H 2.707 1.743 0.397  0.208
H 3.972 0.414 0.135  0.213
H 2.746 0.840 -1.250  0.202
H 2.397 -1.368 -0.213  0.213
H 1.916 -0.487 1.390  0.206
H 0.443 -0.190 -1.365  0.174
H -0.694 -0.602 1.440  0.182
H -1.779 -0.467 -1.374  0.203
H -2.449 -1.451 -0.121  0.213
H -3.756 0.762 -0.401  0.207
H -2.249 1.787 -0.022  0.217
H -2.942 0.822 1.190  0.207

ii:
This record from the OMol25 dataset describes a single C6H12 molecule. The level of theory is wB97M-V/def2-TZVPD.

Results
LUMO level	1.2	eV
HOMO-LUMO gap	11.060	eV

Each line ends with the natural charge from an NBO analysis.
Geometry (Å):
C 1.729 1.013 -0.584  -0.601
C 1.350 -0.238 0.208  -0.399
C 0.156 -0.888 -0.431  -0.220
C -0.933 -1.602 0.308  -0.420
C -1.202 -0.254 -0.328  -0.229
C -1.511 0.910 0.599  -0.613
H 1.897 0.748 -1.635  0.201
H 0.916 1.748 -0.578  0.203
H 2.633 1.484 -0.187  0.207
H 1.124 -0.001 1.254  0.198
H 2.195 -0.934 0.224  0.204
H 0.361 -1.310 -1.416  0.207
H -0.877 -1.593 1.395  0.207
H -1.285 -2.550 -0.089  0.217
H -1.708 -0.171 -1.288  0.213
H -2.567 0.848 0.882  0.214
H -1.355 1.894 0.139  0.207
H -0.922 0.896 1.525  0.205

It is i that is the least stable of them.

i:
This record from the OMol25 dataset describes a single C24H29N3O5S molecule. The level of theory is wB97M-V/def2-TZVPD.

Results
LUMO level	0.4	eV
HOMO-LUMO gap	9.131	eV

Each line ends with the natural charge from an NBO analysis.
Geometry (Å):
C 5.790 1.166 -1.554  -0.608
C 5.371 0.543 -0.223  -0.222
C 6.525 0.607 0.775  -0.597
C 4.148 1.243 0.375  -0.416
C 2.878 1.117 -0.471  -0.139
N 2.597 -0.232 -0.959  -0.873
S 2.543 -1.570 0.072  2.314
O 3.100 -2.638 -0.710  -0.949
O 3.083 -1.312 1.367  -0.919
C 0.778 -1.829 0.201  -0.344
C 0.168 -2.676 -0.709  -0.176
C -1.208 -2.848 -0.715  -0.277
C -1.935 -2.102 0.196  0.214
C -1.297 -1.260 1.122  0.244
C 0.072 -1.127 1.165  -0.229
O -2.246 -0.618 1.864  -0.443
C -3.468 -1.018 1.417  0.880
O -4.516 -0.615 1.832  -0.598
N -3.282 -1.950 0.417  -0.443
C -4.360 -2.589 -0.283  -0.413
C 1.639 1.523 0.338  0.690
O 1.594 1.506 1.548  -0.622
N 0.579 1.850 -0.428  -0.611
C -0.749 2.022 0.130  -0.106
C -1.080 3.488 0.423  -0.386
C -2.441 3.525 1.108  -0.397
C -3.529 3.046 0.151  -0.430
C -3.117 1.879 -0.704  -0.023
C -4.079 1.278 -1.509  -0.195
C -3.755 0.244 -2.366  -0.223
C -2.450 -0.212 -2.423  -0.221
C -1.487 0.363 -1.614  -0.243
C -1.804 1.409 -0.754  0.033
H 6.685 0.678 -1.932  0.214
H 6.009 2.224 -1.423  0.204
H 5.011 1.068 -2.308  0.189
H 5.121 -0.513 -0.380  0.199
H 6.239 0.130 1.708  0.218
H 7.400 0.096 0.380  0.206
H 6.793 1.641 0.981  0.198
H 3.936 0.812 1.354  0.258
H 4.358 2.307 0.509  0.207
H 2.944 1.759 -1.358  0.214
H 3.193 -0.496 -1.729  0.413
H 0.800 -3.201 -1.408  0.247
H -1.691 -3.511 -1.413  0.230
H 0.585 -0.505 1.881  0.283
H -4.323 -3.670 -0.135  0.206
H -4.304 -2.364 -1.349  0.210
H -5.290 -2.196 0.125  0.250
H 0.672 1.886 -1.430  0.401
H -0.733 1.496 1.094  0.237
H -1.105 4.061 -0.507  0.195
H -0.310 3.905 1.071  0.222
H -2.671 4.537 1.445  0.214
H -2.412 2.877 1.986  0.208
H -3.807 3.863 -0.523  0.212
H -4.425 2.774 0.713  0.229
H -5.096 1.638 -1.462  0.213
H -4.517 -0.198 -2.991  0.213
H -2.177 -1.016 -3.090  0.212
H -0.476 -0.016 -1.646  0.223

ii:
This record from the OMol25 dataset describes a single C24H29N3O5S molecule. The level of theory is wB97M-V/def2-TZVPD.

Results
LUMO level	0.5	eV
HOMO-LUMO gap	9.236	eV

Each line ends with the natural charge from an NBO analysis.
Geometry (Å):
C 2.682 4.997 2.254  -0.593
C 4.036 4.658 1.626  -0.417
C 3.891 3.535 0.642  -0.011
C 3.603 3.788 -0.692  -0.208
C 3.425 2.758 -1.595  -0.249
C 3.529 1.434 -1.176  0.209
N 3.315 0.385 -2.089  -0.469
C 2.553 0.591 -3.307  -0.204
C 2.165 -0.827 -3.754  -0.308
C 0.791 -1.216 -3.201  0.689
O -0.148 -1.437 -3.929  -0.588
N 0.749 -1.249 -1.839  -0.639
C -0.332 -1.515 -0.999  0.252
C -1.589 -1.887 -1.474  -0.268
C -2.614 -2.121 -0.574  -0.171
C -2.390 -1.981 0.781  -0.354
S -3.709 -2.313 1.937  2.316
O -3.466 -3.593 2.539  -0.937
O -4.972 -2.087 1.288  -0.945
N -3.461 -1.183 3.135  -0.877
C -4.250 0.026 3.180  -0.241
C -3.661 1.130 2.287  0.091
C -4.008 1.005 0.790  -0.439
C -2.729 1.464 0.074  -0.441
C -1.785 1.824 1.234  -0.065
O -2.249 1.121 2.362  -0.531
C -1.147 -1.624 1.266  -0.157
C -0.119 -1.387 0.376  -0.265
C 3.302 -1.675 -3.186  -0.506
C 3.815 -0.883 -1.991  0.672
O 4.522 -1.314 -1.111  -0.590
C 3.815 1.170 0.161  -0.247
C 3.995 2.211 1.050  -0.191
H 2.276 4.130 2.770  0.206
H 2.788 5.809 2.969  0.209
H 1.974 5.300 1.486  0.204
H 4.431 5.543 1.123  0.208
H 4.736 4.372 2.413  0.209
H 3.522 4.810 -1.036  0.212
H 3.217 2.992 -2.628  0.213
H 1.680 1.219 -3.109  0.218
H 3.169 1.076 -4.073  0.201
H 2.091 -0.897 -4.840  0.248
H 1.606 -1.037 -1.345  0.403
H -1.752 -1.986 -2.534  0.262
H -3.598 -2.402 -0.915  0.244
H -3.311 -1.634 4.020  0.420
H -5.274 -0.176 2.844  0.216
H -4.275 0.378 4.212  0.213
H -4.034 2.101 2.661  0.164
H -4.864 1.630 0.542  0.215
H -4.255 -0.026 0.549  0.229
H -2.309 0.660 -0.527  0.215
H -2.902 2.323 -0.570  0.212
H -1.820 2.907 1.432  0.158
H -0.749 1.528 1.062  0.192
H -1.005 -1.514 2.328  0.245
H 0.858 -1.101 0.741  0.216
H 3.000 -2.678 -2.885  0.248
H 4.119 -1.776 -3.904  0.247
H 3.916 0.152 0.500  0.245
H 4.220 1.988 2.082  0.213

It is ii that is the least stable of them.